Entry 1:
DFT (ωB97M-V with the def2-TZVPD basis set) results for 2 unconnected molecules or ions with the total composition C30H28F5N6O at a distorted geometry.

Results
HOMO in eV: -8.507
Charge: +1
Gap between HOMO and LUMO in eV: 4.142

The geometry in XYZ format:
```
70
Properties=species:S:1:pos:R:3:forces:R:3:lowdin_charge:R:1
C 4.84738 2.44322 5.11857 0.99 -0.10 0.09 0.03
N 3.41719 2.37193 4.89915 -1.37 -0.10 -0.45 -0.02
C 2.52186 2.23595 5.94372 0.24 0.01 -0.66 0.03
C 1.28229 2.23627 5.40999 -0.18 0.27 -0.35 0.04
N 1.41754 2.39739 4.03664 0.06 -0.13 0.24 0.09
C 0.30839 2.53520 3.13775 -0.29 0.13 0.21 -0.07
C -0.64425 1.52801 3.08020 0.07 -0.97 0.13 -0.11
F -0.50799 0.43799 3.87336 -0.13 0.88 -0.60 0.12
C -1.68041 1.56968 2.15329 -0.75 -0.77 -0.20 -0.09
F -2.56495 0.54145 2.07130 1.02 1.18 0.13 0.12
C -1.76863 2.64305 1.27037 -0.58 0.01 -0.86 -0.09
F -2.70274 2.64003 0.28670 1.05 0.03 1.28 0.13
C -0.86179 3.70355 1.36175 0.04 0.53 -0.62 -0.10
F -0.93628 4.73716 0.49155 0.04 -1.05 1.05 0.14
C 0.14477 3.65530 2.32142 0.41 0.90 0.06 -0.12
F 0.99372 4.70682 2.45395 -0.70 -1.03 -0.20 0.13
C 2.73436 2.43394 3.72625 0.42 0.37 1.89 -0.06
C 3.35707 2.65414 2.41042 2.39 0.58 -2.11 -0.27
C 2.53256 2.44369 1.21978 0.69 -0.41 0.42 -0.03
C 2.86424 3.08669 0.07548 -0.14 0.10 0.28 0.03
C 1.97894 3.16868 -1.06295 -0.50 -0.25 -0.87 -0.21
C 2.13829 4.19194 -2.02492 0.10 -0.39 0.56 -0.02
C 1.22714 4.33030 -3.06302 -0.21 -0.17 -0.08 -0.06
C 0.14146 3.44735 -3.15996 0.23 0.06 0.27 -0.05
C -0.01892 2.42472 -2.21833 0.13 -0.09 0.05 -0.06
C 0.90709 2.26207 -1.19628 0.09 0.40 -0.09 -0.03
O 4.54375 3.04476 2.34172 -2.35 -0.60 0.59 0.08
H 5.33761 2.51589 4.14883 0.02 -0.03 0.35 0.09
H 5.08814 3.32728 5.72318 -0.19 -0.17 -0.25 0.12
H 5.17634 1.55181 5.66731 -0.16 0.19 -0.21 0.11
H 2.86945 2.15727 6.95831 -0.09 -0.03 0.03 0.15
H 0.31012 2.16764 5.86026 -0.03 0.00 0.06 0.15
H 1.69960 1.74597 1.30938 0.11 0.50 -0.22 0.11
H 3.79263 3.66420 0.03029 -0.35 -0.02 0.26 0.14
H 2.98671 4.86727 -1.90322 -0.26 -0.07 -0.20 0.12
H 1.35945 5.12184 -3.80142 -0.06 -0.24 0.21 0.11
H -0.57961 3.54002 -3.97076 0.20 0.06 0.18 0.11
H -0.85643 1.73107 -2.27828 0.21 0.13 -0.15 0.10
H 0.83046 1.42244 -0.50533 -0.15 0.09 -0.30 0.10
C -4.00673 -0.64570 -0.98906 0.19 -0.22 -0.07 -0.05
N -3.46051 -1.93694 -1.35062 -1.04 0.12 0.77 -0.15
C -4.38933 -2.84715 -1.98073 0.12 0.41 -0.47 -0.15
C -3.88530 -4.26712 -1.91859 0.08 -0.26 0.51 -0.14
N -2.49547 -4.35823 -2.28282 -0.54 -0.61 -0.20 -0.08
C -2.04233 -5.54324 -2.96634 -0.12 0.21 -0.55 -0.13
C -0.62813 -5.90595 -2.58906 0.19 0.04 0.59 -0.15
N 0.22556 -4.74065 -2.58511 0.41 -0.64 -0.83 -0.15
C 1.64222 -5.02281 -2.63511 -0.17 0.18 0.02 -0.06
C -0.23853 -3.52903 -2.16640 -0.18 1.09 1.00 -0.14
C 0.61830 -2.44567 -1.82496 -0.89 -0.43 -0.01 -0.11
N 0.13646 -1.30374 -1.34171 0.48 0.43 0.21 0.01
C -1.16463 -1.11781 -1.14803 -0.27 -0.95 -0.44 -0.13
C -2.11542 -2.12890 -1.45681 1.35 0.33 -0.54 -0.14
C -1.63460 -3.35805 -1.97690 1.09 1.20 0.39 -0.09
H -3.50188 -0.23832 -0.10705 -0.16 -0.09 -0.13 0.06
H -3.91398 0.07904 -1.81150 -0.06 0.04 0.09 0.10
H -5.06531 -0.79547 -0.75738 0.17 0.23 0.01 0.09
H -5.33359 -2.76055 -1.43494 -0.01 -0.15 -0.24 0.12
H -4.55785 -2.57186 -3.03667 -0.07 0.01 0.14 0.14
H -4.04223 -4.63117 -0.89069 -0.01 -0.15 -0.15 0.13
H -4.44463 -4.89618 -2.61055 -0.19 0.03 0.11 0.13
H -2.72116 -6.35280 -2.69889 0.09 -0.13 -0.14 0.13
H -2.06788 -5.39690 -4.05805 -0.18 -0.06 0.11 0.13
H -0.63423 -6.39478 -1.59900 0.07 -0.02 -0.14 0.13
H -0.20959 -6.59983 -3.32483 -0.22 -0.09 0.18 0.12
H 2.17291 -4.19275 -3.10913 0.02 -0.23 -0.03 0.08
H 2.06866 -5.18250 -1.63413 0.03 -0.01 -0.07 0.10
H 1.76743 -5.93362 -3.22732 0.22 0.21 0.08 0.09
H 1.70369 -2.52237 -1.92968 -0.43 0.04 0.03 0.09
H -1.46850 -0.14293 -0.75438 0.01 -0.34 -0.14 0.07
```
Positions in Å, forces in eV/Å.

***

Entry 2:
DFT (ωB97M-V with the def2-TZVPD basis set) results for a molecular structure, C30H28FN3O9Zn.

Results
HOMO in eV: -1.429
Charge: -2
Gap between HOMO and LUMO in eV: 5.223

The geometry in XYZ format:
```
72
Properties=species:S:1:pos:R:3:forces:R:3:lowdin_charge:R:1
Zn -0.41813 0.14617 0.70278 0.25 -0.13 -0.03 0.68
C 0.86595 -7.29133 -0.43006 0.01 -0.01 0.01 -0.06
C -0.41803 -7.06434 0.35551 -0.02 0.03 0.01 -0.33
C -0.35969 -7.80394 1.68619 0.00 -0.01 0.01 -0.16
C -1.67339 -7.65865 2.43359 -0.02 0.00 -0.01 -0.15
C -2.04455 -6.20532 2.56127 0.09 0.04 -0.10 -0.15
C -2.85794 -5.76956 3.58517 -0.04 0.01 0.05 0.02
C -3.17518 -4.42344 3.70190 0.00 -0.08 0.03 -0.26
F -3.96980 -4.05619 4.74172 0.00 0.03 0.00 0.03
C -2.70774 -3.49009 2.82196 0.00 0.01 0.01 0.08
C -1.89724 -3.91621 1.76887 0.06 0.10 -0.08 -0.02
C -1.42223 -2.87219 0.80720 0.02 -0.20 0.20 -0.29
O -1.82643 -1.73221 0.92039 -0.38 -0.07 -0.07 0.04
C -0.51537 -3.36402 -0.20599 0.10 -0.06 -0.14 -0.02
C -0.23869 -4.68250 -0.26136 -0.02 0.05 0.03 0.01
N -0.68446 -5.64352 0.60738 -0.04 0.01 0.03 0.00
C -1.54374 -5.26323 1.64048 0.03 -0.08 -0.04 -0.08
C 0.13310 -2.46842 -1.26893 -0.06 0.13 0.03 -0.62
O 0.59884 -3.05192 -2.26798 0.00 -0.03 0.07 -0.05
O 0.13586 -1.24231 -1.01744 0.03 -0.07 0.02 -0.04
H 1.06974 -8.36338 -0.44988 0.01 0.00 -0.01 0.08
H 1.70546 -6.78516 0.04939 0.00 -0.01 0.00 0.10
H 0.80332 -6.94513 -1.45926 -0.01 0.00 0.00 0.08
H -1.25673 -7.47990 -0.22322 0.00 0.00 0.00 0.15
H 0.46167 -7.39058 2.27946 0.00 0.00 0.00 0.13
H -0.13738 -8.85604 1.49516 0.00 0.00 0.00 0.11
H -1.61282 -8.11231 3.42510 0.00 0.00 0.00 0.11
H -2.45601 -8.19728 1.88718 0.00 0.00 0.00 0.12
H -3.24165 -6.47222 4.31583 -0.01 0.01 0.01 0.12
H -2.91124 -2.42938 2.90587 -0.01 0.00 0.01 0.14
H 0.39890 -5.00127 -1.07149 0.00 0.00 -0.02 0.11
C -5.74276 0.83323 -3.55826 0.00 -0.02 0.00 -0.12
O -5.70465 2.10913 -2.96433 0.02 0.03 0.01 -0.11
C -4.69700 2.33372 -2.05212 -0.08 0.05 0.01 -0.30
C -4.68398 3.62560 -1.48603 0.05 -0.13 -0.02 -0.06
C -3.71066 3.90111 -0.55911 0.06 0.06 0.07 -0.07
C -2.72399 2.98392 -0.15228 -0.03 0.12 -0.04 -0.10
C -1.68226 3.38265 0.79469 0.05 0.13 0.12 -0.39
C -1.82846 4.67621 1.60767 0.00 -0.07 -0.02 -0.03
O -0.65800 2.75212 0.98885 -0.13 -0.08 -0.06 0.05
C -2.72791 1.67174 -0.73810 -0.07 -0.24 -0.07 -0.33
O -1.92748 0.72824 -0.48634 0.01 0.23 -0.06 -0.06
C -3.77151 1.39504 -1.69632 0.05 0.08 0.03 0.05
H -6.58497 0.84155 -4.24901 0.00 0.00 0.00 0.08
H -5.89195 0.04650 -2.81260 0.00 0.01 0.00 0.09
H -4.82219 0.61754 -4.10804 0.00 0.00 0.00 0.09
H -5.42144 4.35654 -1.78765 -0.01 0.00 -0.01 0.09
H -3.69501 4.89911 -0.13884 0.02 0.00 0.03 0.09
H -2.84091 5.06389 1.69902 -0.02 -0.03 -0.03 0.05
H -1.18607 5.44146 1.16647 -0.04 0.02 -0.03 0.08
H -1.43652 4.45617 2.59936 0.02 0.00 0.00 0.08
H -3.75535 0.39800 -2.11138 0.01 -0.01 0.01 0.11
O -0.47351 -0.16834 2.58629 -0.07 0.02 -0.07 -0.42
O 5.11764 1.28458 5.32922 -0.07 0.00 -0.06 -0.07
C 4.35068 2.33743 4.70436 -0.03 -0.03 0.06 -0.27
N 3.82132 1.90597 3.47636 0.04 0.15 0.14 0.06
C 4.35730 2.28623 2.28670 0.09 -0.10 -0.42 -0.47
O 5.41437 2.90714 2.17947 -0.04 0.02 0.11 0.00
C 3.50910 1.86301 1.12855 -0.24 -0.12 0.15 -0.19
C 3.93879 2.12612 -0.15831 0.17 0.15 0.10 -0.06
C 3.13629 1.73395 -1.21422 0.04 -0.04 -0.13 -0.09
C 1.93741 1.11247 -0.91601 -0.25 -0.16 0.18 -0.15
N 1.51479 0.88611 0.33312 0.27 0.18 0.24 -0.05
C 2.27157 1.22815 1.42585 -0.04 0.11 -0.24 -0.05
H 5.47218 1.64391 6.14717 0.03 0.02 0.04 0.06
H 5.00402 3.19252 4.51564 0.01 0.01 0.00 0.11
H 3.53525 2.62291 5.37827 -0.01 -0.02 0.00 0.12
H 2.88736 1.48943 3.34395 0.05 -0.11 0.03 0.09
H 4.88376 2.63799 -0.31821 0.00 -0.04 0.00 0.10
H 3.43856 1.88853 -2.24262 -0.06 0.01 -0.01 0.08
H 1.26697 0.74414 -1.68298 0.07 0.05 -0.13 0.10
H 0.31037 0.30539 2.88250 0.14 0.05 0.05 -0.10
```
Positions in Å, forces in eV/Å.

***

Entry 3:
DFT (ωB97M-V with the def2-TZVPD basis set) results for a molecular structure, C30H28GeNNiOS at a distorted geometry.

Results
HOMO (spin up / spin down) in eV: -3.761 / -4.056
Charge: -1
Gap between HOMO and LUMO (spin up / spin down) in eV: 6.322 / 6.509
Multiplicity: 3
⟨S²⟩: 2.0164

The geometry in XYZ format:
```
63
Properties=species:S:1:pos:R:3:forces:R:3:lowdin_charge:R:1
Ni 1.11983 -0.70843 1.23621 0.15 0.20 0.02 0.19
C -0.90444 -0.08607 3.74056 0.07 0.94 1.41 -0.05
C 0.25856 -0.86719 4.27302 0.90 -0.68 -0.48 -0.28
C 0.31068 -1.39815 5.59513 -0.41 0.34 -0.30 -0.03
C 1.40278 -2.08428 6.02884 0.16 0.03 0.19 -0.03
C 2.44768 -2.35045 5.13169 0.30 0.29 -0.52 -0.17
C 3.60139 -3.07633 5.50891 0.07 -0.43 -0.09 -0.07
C 4.52967 -3.38687 4.55375 -0.45 0.34 0.32 -0.11
C 4.42534 -2.88292 3.25587 -0.03 0.02 -0.44 -0.14
C 3.35836 -2.12493 2.82637 -0.79 -0.16 -0.12 -0.62
S 3.16497 -1.66318 1.14374 0.19 -0.02 0.50 0.56
C 2.30897 -1.86683 3.78577 0.92 0.09 0.78 -0.22
N 1.26563 -1.08794 3.41850 -1.24 -0.12 0.07 0.08
H -1.71101 -0.71627 3.41072 -0.13 -0.43 -0.58 0.08
H -0.56178 0.60456 2.97396 -0.16 -0.27 -0.19 0.04
H -1.36300 0.51409 4.54791 0.29 -0.14 -0.12 0.08
H -0.52647 -1.25514 6.26158 -0.12 0.22 0.02 0.10
H 1.51044 -2.41733 7.06814 -0.22 0.05 -0.41 0.12
H 3.75515 -3.46386 6.51700 -0.40 0.17 -0.15 0.10
H 5.30471 -4.06802 4.82887 0.69 -0.14 -0.02 0.09
H 5.16738 -3.10966 2.51052 0.28 -0.18 -0.07 0.09
C -0.30500 0.21789 0.46316 -0.05 -0.80 0.24 -0.38
Ge -0.53892 0.73451 -1.33159 -0.75 0.29 -0.95 0.85
C -0.85236 2.68750 -1.29034 0.67 1.67 0.18 -0.24
C 0.20260 3.44554 -0.72329 -0.21 -0.74 0.14 -0.13
C 0.18189 4.82514 -0.67100 -0.89 -0.12 0.18 -0.10
C -0.96876 5.52778 -1.05372 0.48 -1.23 -0.39 -0.12
C -2.01262 4.83881 -1.65136 -0.72 -0.21 -0.21 -0.10
C -1.92168 3.44467 -1.78412 0.51 -0.51 0.24 -0.10
C 0.90427 0.65417 -2.68334 -0.86 -0.63 -0.60 -0.25
C 2.05151 1.40797 -2.53840 0.84 0.00 -1.20 -0.10
C 2.92167 1.52334 -3.66322 -0.62 0.83 1.14 -0.10
C 2.59320 0.99292 -4.88229 1.09 -0.82 -0.80 -0.13
C 1.50899 0.12146 -4.99788 -0.30 0.53 -0.60 -0.11
C 0.64081 0.00025 -3.93231 0.53 0.07 0.89 -0.12
C -2.23398 0.14962 -2.30836 0.69 0.31 -0.32 -0.26
C -3.24562 -0.34018 -1.48933 -0.87 0.41 -1.71 -0.12
C -4.57462 -0.39991 -1.94004 0.91 0.39 -0.03 -0.09
C -4.87586 0.01333 -3.23389 0.61 -0.44 -0.28 -0.11
C -3.84734 0.37351 -4.13030 0.73 0.03 0.67 -0.09
C -2.51564 0.47293 -3.66787 -0.70 0.35 0.97 -0.12
H -1.21536 0.51384 0.99228 -0.03 0.10 -0.05 -0.08
H 1.01528 2.89457 -0.23992 -0.07 0.31 -0.23 0.08
H 1.00740 5.35678 -0.24508 0.36 0.24 0.24 0.09
H -0.99208 6.56511 -0.87193 -0.20 1.16 -0.05 0.07
H -2.93618 5.34775 -2.01864 0.92 -0.34 0.42 0.10
H -2.67972 2.85217 -2.25089 -0.78 0.15 -0.35 0.07
H 2.26474 1.96393 -1.61875 0.04 -0.43 -0.41 0.09
H 3.80393 2.14430 -3.60798 0.12 0.07 0.20 0.09
H 3.29629 1.15292 -5.73281 -0.73 -0.16 0.65 0.10
H 1.29781 -0.35147 -5.96858 0.04 0.14 0.55 0.10
H -0.24495 -0.61356 -4.05787 0.14 0.01 0.23 0.08
H -3.02808 -0.63014 -0.50315 0.32 -0.30 1.23 0.07
H -5.32703 -0.71739 -1.23123 -0.26 -0.02 -0.18 0.09
H -5.90346 -0.01289 -3.55315 -0.20 0.03 -0.25 0.08
H -4.03804 0.60104 -5.17754 -0.26 0.07 0.24 0.09
H -1.72524 0.95025 -4.28236 -0.71 -0.58 0.28 0.10
C -1.11438 -3.85295 0.08344 0.61 0.66 -1.08 -0.15
O -1.14795 -3.02458 -1.10043 -0.21 -0.34 0.78 -0.15
H -2.10437 -4.06224 0.45891 -0.49 0.05 0.19 0.06
H -0.50208 -3.37115 0.85544 -0.07 -0.27 -0.05 0.06
H -0.67021 -4.77918 -0.25872 0.20 -0.32 0.31 0.07
H -1.03371 -2.12313 -0.77862 0.07 0.30 -0.05 0.00
```
Positions in Å, forces in eV/Å.

***

Entry 4:
DFT (ωB97M-V with the def2-TZVPD basis set) results for a molecular structure, C30H28N5OS2Ti at a distorted geometry.

Results
HOMO (spin up / spin down) in eV: -9.112 / -9.112
Charge: +1
Gap between HOMO and LUMO (spin up / spin down) in eV: 5.303 / 5.388

The geometry in XYZ format:
```
67
Properties=species:S:1:pos:R:3:forces:R:3:lowdin_charge:R:1
Ti -0.03417 0.38179 0.23138 1.42 0.88 0.53 0.67
O -2.42544 -2.76836 1.31557 -0.03 -0.12 0.12 0.10
C -1.78911 -1.91938 0.73349 0.03 0.15 -0.16 -0.46
N -0.70183 -1.23052 1.18446 -0.38 -0.10 0.12 -0.12
C -0.42798 -1.28277 2.61823 -0.05 0.22 -0.22 -0.13
C -0.40603 0.14317 3.13119 0.12 -0.37 0.12 -0.23
C -0.30397 0.46558 4.48006 -0.11 -0.05 -0.17 0.00
C -0.30913 1.79415 4.85231 0.00 0.05 0.07 -0.04
C -0.39888 2.78440 3.87727 -0.04 -0.10 -0.10 -0.02
C -0.47035 2.39364 2.56100 0.05 0.21 0.07 -0.10
N -0.46783 1.09986 2.19552 0.18 0.19 -0.16 0.00
C -2.20814 -1.45195 -0.64867 0.01 -0.35 0.28 -0.17
C -3.13636 -2.14192 -1.39707 -0.06 0.05 0.01 0.03
C -3.50809 -1.61798 -2.62694 -0.08 -0.19 0.06 -0.01
C -2.94319 -0.43035 -3.05433 0.12 0.17 0.02 -0.02
C -2.01061 0.19461 -2.24622 -0.01 0.03 -0.09 -0.10
N -1.64644 -0.31208 -1.06271 0.39 0.11 -0.21 -0.01
H -1.19223 -1.85898 3.14374 -0.02 -0.04 -0.04 0.13
H 0.54121 -1.74515 2.82841 0.01 -0.02 -0.05 0.14
H -0.24185 -0.33034 5.20944 -0.01 0.02 0.03 0.13
H -0.24926 2.06527 5.89825 0.00 0.01 0.00 0.12
H -0.41375 3.83453 4.12853 0.00 0.00 0.03 0.12
H -0.53278 3.11629 1.75709 0.02 -0.04 -0.03 0.10
H -3.54959 -3.05576 -0.99486 -0.01 0.00 -0.01 0.13
H -4.23412 -2.13177 -3.24260 0.00 0.00 0.00 0.12
H -3.20922 0.01364 -4.00226 -0.01 0.00 -0.01 0.12
H -1.53380 1.11778 -2.54890 -0.01 -0.02 0.00 0.08
S 2.26238 -0.02831 0.33839 -0.75 -0.03 -0.36 0.73
C 2.78831 1.63010 0.26281 -0.40 -0.32 0.10 -0.63
N 3.90264 1.99066 0.95093 0.17 0.20 0.08 -0.13
C 4.15432 3.40954 1.16075 -0.11 -0.15 0.12 -0.11
C 3.93815 4.13806 -0.14051 -0.08 0.07 0.04 -0.11
N 2.60445 3.84895 -0.64254 -0.02 0.20 0.09 -0.12
C 1.96831 4.93631 -1.37837 0.02 -0.08 -0.01 -0.13
C 1.64439 6.10091 -0.47298 0.01 0.05 0.00 -0.22
C 0.96798 5.89121 0.72564 0.02 -0.03 -0.03 -0.04
C 0.65650 6.95575 1.55391 -0.01 0.03 0.03 -0.07
C 1.01784 8.24794 1.19179 -0.01 -0.01 0.01 -0.08
C 1.69311 8.46447 0.00195 0.00 0.00 -0.01 -0.07
C 2.00850 7.39300 -0.82462 -0.02 0.01 -0.01 -0.04
C 2.07148 2.61719 -0.47724 -0.28 -0.41 -0.17 -0.63
S 0.52335 2.25196 -1.17739 -0.19 -0.28 -0.01 0.68
C 4.75236 1.07193 1.70026 0.01 0.05 -0.13 -0.13
C 4.61900 1.26821 3.19117 -0.04 -0.06 0.03 -0.21
C 3.38020 1.11317 3.81205 0.00 0.02 -0.01 -0.03
C 3.25883 1.28735 5.17995 0.00 0.00 0.04 -0.07
C 4.37049 1.62109 5.94546 -0.02 0.00 0.00 -0.08
C 5.60236 1.78025 5.33364 0.00 0.00 0.02 -0.07
C 5.72284 1.60530 3.96071 0.02 0.00 0.00 -0.04
H 5.18183 3.53239 1.49978 0.01 -0.02 0.00 0.14
H 3.49450 3.80761 1.94037 0.01 0.05 -0.02 0.14
H 4.68665 3.83560 -0.87957 0.03 0.00 0.02 0.14
H 4.01765 5.21508 0.01340 0.00 -0.02 0.01 0.13
H 1.06722 4.55372 -1.85047 0.01 0.03 -0.02 0.07
H 2.64279 5.26034 -2.17529 -0.01 0.00 -0.02 0.14
H 0.68881 4.88171 1.00605 0.01 -0.01 0.00 0.09
H 0.12791 6.78497 2.48335 0.00 0.00 0.00 0.10
H 0.77499 9.08132 1.83725 0.00 0.00 0.00 0.11
H 1.98096 9.46752 -0.28328 0.00 0.00 0.00 0.11
H 2.54090 7.56669 -1.75276 0.00 0.00 0.00 0.12
H 5.78761 1.24572 1.39435 0.00 -0.01 0.03 0.13
H 4.49735 0.05341 1.41837 0.03 0.00 0.01 0.08
H 2.51253 0.84550 3.21627 0.00 0.01 0.00 0.09
H 2.29685 1.15324 5.65889 0.04 0.00 -0.01 0.09
H 4.27403 1.75275 7.01495 0.00 0.00 0.00 0.11
H 6.47151 2.03993 5.92317 0.00 0.00 -0.01 0.11
H 6.68969 1.72684 3.48547 0.00 0.00 0.00 0.12
```
Positions in Å, forces in eV/Å.

***

Question: Which value of charge does entry 1 give?
Answer: +1

***

Question: The lowest charge belongs to which entry?
Answer: C30H28FN3O9Zn